DFT (wB97M-V/def2-TZVPD) results for C46H56BBrClN9OTa as an isolated structure at a distorted geometry.

Each line ends with the Mulliken charge.
Atoms and positions in Å:
Ta  -0.236  -0.203  0.787  1.42
Cl  -3.378  -6.407  -1.415  -0.14
C  -2.718  -4.844  -1.210  -0.19
C  -3.491  -3.720  -1.510  -0.96
C  -2.996  -2.444  -1.288  -0.81
C  -1.731  -2.340  -0.770  0.85
O  -1.165  -1.138  -0.431  0.91
C  -0.911  -3.423  -0.553  -0.61
C  0.516  -3.152  -0.395  -0.30
N  1.080  -2.044  -0.061  0.77
C  2.421  -1.886  -0.623  0.08
C  3.582  -2.157  0.040  -0.44
C  4.827  -2.064  -0.629  -1.29
C  4.878  -1.745  -1.951  -0.98
C  3.682  -1.528  -2.681  1.12
C  3.672  -1.338  -4.084  -0.84
C  2.484  -1.312  -4.746  -0.98
C  1.290  -1.428  -3.998  -0.51
N  1.245  -1.524  -2.690  0.20
C  2.437  -1.597  -2.027  -0.02
C  -1.410  -4.700  -0.777  -0.84
H  -4.483  -3.855  -1.923  0.52
H  -3.575  -1.557  -1.513  0.73
H  1.173  -3.947  -0.749  0.54
H  3.569  -2.468  1.073  0.49
H  5.736  -2.290  -0.085  0.50
H  5.829  -1.708  -2.470  0.51
H  4.613  -1.256  -4.618  0.52
H  2.440  -1.228  -5.825  0.54
H  0.333  -1.448  -4.514  0.52
H  -0.783  -5.572  -0.626  0.58
C  -3.863  -3.421  2.967  -1.50
C  -2.444  -3.027  2.730  0.43
C  -1.292  -3.741  3.021  -1.08
C  -0.217  -2.918  2.727  -1.05
N  -0.704  -1.782  2.169  1.41
N  -2.082  -1.833  2.222  1.15
B  -2.887  -0.504  2.310  -0.96
N  -2.037  0.557  3.014  0.41
N  -0.667  0.697  2.870  0.42
C  -0.281  1.596  3.853  -1.10
C  -1.424  2.057  4.486  -0.65
C  -2.500  1.384  3.954  0.23
C  -3.943  1.485  4.332  -1.60
C  1.073  1.856  4.530  2.44
C  2.335  1.568  3.738  -1.23
C  1.067  0.928  5.765  -1.77
C  1.130  3.319  4.996  -1.93
N  -3.189  0.090  0.947  1.12
N  -2.257  0.944  0.407  -0.28
C  -2.884  1.601  -0.595  -0.62
C  -4.209  1.170  -0.669  -0.79
C  -4.371  0.227  0.319  -0.02
C  -5.592  -0.546  0.692  -1.41
C  -2.232  2.617  -1.481  2.60
C  -3.237  3.710  -1.862  -1.91
C  -1.789  1.886  -2.757  -1.51
C  -1.062  3.259  -0.749  -2.06
C  1.205  -3.118  3.186  2.48
C  1.138  -3.386  4.705  -1.79
C  2.000  -1.830  3.021  -0.06
C  1.853  -4.341  2.519  -1.69
H  -3.932  -4.505  3.036  0.51
H  -4.520  -3.069  2.173  0.14
H  -4.224  -3.003  3.909  0.29
H  -1.250  -4.715  3.483  0.75
H  -3.890  -0.718  2.922  -0.12
H  -1.466  2.775  5.291  0.59
H  -4.083  2.335  4.997  0.48
H  -4.273  0.587  4.858  0.31
H  -4.580  1.618  3.456  0.28
H  2.236  0.706  3.082  -0.32
H  3.153  1.346  4.425  0.51
H  2.638  2.439  3.161  0.42
H  1.040  -0.125  5.471  0.25
H  0.206  1.123  6.403  0.44
H  1.972  1.097  6.352  0.52
H  0.880  4.006  4.184  0.41
H  2.142  3.550  5.335  0.46
H  0.456  3.512  5.832  0.41
H  -4.974  1.538  -1.337  0.57
H  -6.430  -0.228  0.076  0.50
H  -5.860  -0.395  1.740  0.28
H  -5.440  -1.617  0.538  0.14
H  -4.040  3.319  -2.490  0.37
H  -2.728  4.491  -2.431  0.48
H  -3.682  4.170  -0.977  0.41
H  -2.655  1.479  -3.283  0.49
H  -1.108  1.065  -2.527  -0.05
H  -1.287  2.585  -3.429  0.56
H  -1.398  3.762  0.161  0.51
H  -0.579  4.001  -1.388  0.42
H  -0.316  2.518  -0.480  0.43
H  0.555  -2.617  5.218  0.35
H  2.149  -3.384  5.117  0.47
H  0.689  -4.357  4.922  0.46
H  1.569  -1.074  3.677  -1.09
H  2.031  -1.452  1.997  -0.77
H  3.034  -1.975  3.340  1.10
H  1.281  -5.248  2.729  0.38
H  2.858  -4.487  2.923  0.45
H  1.935  -4.237  1.439  0.24
C  2.403  2.891  -5.271  -1.40
C  2.253  2.677  -3.788  0.02
C  2.993  3.389  -2.855  -1.01
C  2.874  3.107  -1.498  -1.09
C  2.007  2.090  -1.203  0.70
Br  1.862  1.579  0.663  0.02
N  1.248  1.406  -2.004  0.85
C  1.365  1.718  -3.301  -0.65
H  3.101  3.696  -5.489  0.42
H  1.444  3.137  -5.734  0.35
H  2.769  1.980  -5.748  0.31
H  3.675  4.168  -3.176  0.47
H  3.418  3.661  -0.744  0.57
H  0.714  1.184  -3.982  0.86

For the HOMO energy, the calculation gives -16.0 eV. The total energy comes out at -5469.82238 a.u. The energy above the lowest of the compared OMol25 structures with the same formula, charge and spin is 0.000 eV. The HOMO-LUMO gap is 5.4 eV. As for the net charge: +3.



DFT (wB97M-V/def2-TZVPD) results for C46H56CdCl5NO3P2S2Si as an isolated structure.

Each line ends with the Mulliken charge.
Atoms and positions in Å:
Cd  1.669  1.329  -1.027  1.29
Cl  4.404  -0.490  -1.832  -0.11
C  4.491  1.150  -2.409  1.60
C  3.393  1.968  -2.203  -2.80
C  3.509  3.274  -2.636  1.76
Cl  2.179  4.362  -2.330  -0.20
C  4.643  3.763  -3.280  -0.38
Cl  4.729  5.397  -3.818  -0.20
C  5.720  2.905  -3.486  0.74
Cl  7.136  3.472  -4.283  -0.19
C  5.652  1.585  -3.042  -0.30
Cl  6.986  0.525  -3.279  -0.19
C  -3.064  -3.994  0.930  -0.30
S  -3.514  -4.536  -0.727  -0.14
C  -4.040  -2.970  -1.474  -1.13
C  -2.976  -2.221  -2.265  -0.65
C  -1.790  -1.759  -1.431  0.40
N  -0.796  -1.058  -2.258  -0.23
P  -0.591  0.639  -2.196  0.71
C  -2.140  1.312  -1.566  -0.05
C  -3.303  1.307  -2.340  -0.55
C  -4.471  1.841  -1.830  -0.96
C  -4.479  2.399  -0.556  -0.82
C  -3.323  2.423  0.206  -0.14
C  -2.148  1.874  -0.293  1.23
C  -0.612  1.138  -3.942  0.80
C  -0.242  2.447  -4.238  -0.66
C  -0.252  2.896  -5.549  -0.67
C  -0.631  2.037  -6.572  -0.64
C  -1.008  0.734  -6.279  -0.85
C  -1.000  0.283  -4.967  -0.34
P  0.649  -1.829  -2.793  -0.03
C  0.019  -3.350  -3.573  0.40
C  -0.095  -3.340  -4.962  -0.44
C  -0.637  -4.426  -5.633  -0.67
C  -1.059  -5.538  -4.917  -0.56
C  -0.931  -5.566  -3.535  -0.73
C  -0.391  -4.479  -2.866  -0.03
C  1.402  -2.440  -1.252  1.48
C  2.379  -3.434  -1.337  -0.67
C  3.159  -3.750  -0.237  -0.95
C  2.999  -3.056  0.957  -1.14
C  2.033  -2.068  1.055  -0.12
C  1.222  -1.779  -0.038  -0.20
H  -2.792  -4.883  1.497  0.47
H  -3.904  -3.509  1.426  0.28
H  -2.210  -3.321  0.922  -0.28
H  -4.460  -2.341  -0.684  0.42
H  -4.865  -3.226  -2.139  0.52
H  -3.446  -1.341  -2.715  0.01
H  -2.618  -2.846  -3.087  0.22
H  -1.303  -2.609  -0.950  0.19
H  -2.137  -1.102  -0.626  -0.01
H  -3.282  0.907  -3.346  0.52
H  -5.373  1.840  -2.428  0.44
H  -5.392  2.828  -0.164  0.44
H  -3.330  2.869  1.191  0.34
H  -1.241  1.883  0.303  -0.86
H  0.070  3.119  -3.446  0.34
H  0.046  3.912  -5.770  0.46
H  -0.630  2.384  -7.597  0.39
H  -1.307  0.064  -7.075  0.45
H  -1.302  -0.731  -4.738  0.69
H  0.251  -2.476  -5.520  0.50
H  -0.722  -4.408  -6.711  0.44
H  -1.481  -6.388  -5.438  0.41
H  -1.262  -6.430  -2.975  0.42
H  -0.299  -4.508  -1.788  0.34
H  2.547  -3.949  -2.276  0.48
H  3.912  -4.523  -0.318  0.39
H  3.627  -3.285  1.808  0.44
H  1.909  -1.507  1.973  0.14
H  0.441  -1.032  0.086  0.16
C  -2.775  -0.548  2.514  -1.14
C  -1.389  -0.546  3.140  2.14
C  -0.768  -1.935  3.081  -0.89
C  -1.475  -0.083  4.589  -1.69
O  -0.583  0.321  2.321  0.24
Si  0.649  1.325  2.755  -0.86
S  1.315  2.433  1.126  -0.83
O  1.765  0.297  3.387  0.05
C  2.914  0.542  4.214  1.63
C  2.459  0.589  5.667  -1.52
C  3.840  -0.645  3.980  -1.67
C  3.610  1.837  3.819  -1.49
O  0.216  2.324  3.981  0.09
C  -0.446  3.589  4.079  1.80
C  -0.933  3.682  5.519  -1.72
C  0.544  4.710  3.793  -1.67
C  -1.626  3.637  3.117  -1.38
H  -3.469  -1.137  3.118  0.43
H  -2.742  -0.975  1.510  -0.01
H  -3.155  0.470  2.442  0.14
H  -1.382  -2.661  3.618  0.49
H  0.226  -1.922  3.530  -0.09
H  -0.674  -2.254  2.044  -0.34
H  -2.075  -0.799  5.153  0.59
H  -1.944  0.898  4.663  0.26
H  -0.488  -0.022  5.046  0.20
H  1.995  -0.358  5.947  0.31
H  1.734  1.390  5.809  0.06
H  3.311  0.762  6.326  0.54
H  3.309  -1.577  4.181  0.27
H  4.708  -0.593  4.639  0.52
H  4.189  -0.657  2.946  0.31
H  2.961  2.698  3.985  0.10
H  3.888  1.818  2.766  0.30
H  4.512  1.969  4.419  0.52
H  -0.091  3.584  6.205  0.36
H  -1.650  2.890  5.738  0.34
H  -1.414  4.644  5.697  0.40
H  1.368  4.668  4.507  0.35
H  0.053  5.679  3.896  0.48
H  0.949  4.629  2.785  0.24
H  -2.362  2.875  3.384  0.27
H  -1.290  3.466  2.094  0.14
H  -2.110  4.614  3.159  0.62

For the HOMO energy, the calculation gives -8.4 eV. The total energy comes out at -6304.48745 a.u. The energy above the lowest of the compared OMol25 structures with the same formula, charge and spin is 0.000 eV. The HOMO-LUMO gap is 8.5 eV.